DFT (ωB97M-V/def2-TZVPD) results for an isolated molecule of C4H8N4 at a distorted geometry.

The SMILES is CN(N)C1=NC=NC1. The calculation puts the largest force on an atom at 11.5 eV/Å. The frontier orbital gap is 8.73 eV. As for the net charge: 0.

Last column: Löwdin charge in e.
Cartesian coordinates (Å):
C (-1.410, 1.087, -0.126)  -0.152
N (-1.108, -0.184, 0.066)  -0.246
N (-1.985, -1.306, -0.047)  0.081
C (0.291, -0.280, 0.323)  -0.176
N (0.885, -1.446, 0.048)  0.059
C (2.273, -1.085, -0.177)  -0.071
N (2.406, 0.300, -0.058)  -0.030
C (1.345, 0.976, 0.154)  -0.255
H (-2.562, 1.313, 0.134)  0.146
H (-1.517, 1.308, -1.109)  0.052
H (-0.661, 1.741, 0.242)  0.061
H (-2.063, -1.833, 0.936)  0.146
H (-1.424, -1.908, -0.606)  0.045
H (3.169, -1.724, -0.130)  0.106
H (1.283, 1.547, 1.055)  0.126
H (1.078, 1.494, -0.707)  0.109


DFT (ωB97M-V/def2-TZVPD) results for a cluster of 3 separate species, C4H11N2O2 in total at a distorted geometry.

The multiplicity is 2. Its expectation value of S² is 0.762. The calculation puts the largest force on an atom at 7.5 eV/Å. The frontier orbital gap (spin up / spin down) is 4.55 / 8.42 eV. As for the net charge: 0.

Last column: Löwdin charge in e.
Cartesian coordinates (Å):
C (-0.736, -2.139, 0.099)  -0.065
C (-0.507, -0.797, -0.519)  -0.272
C (0.596, -0.148, -1.184)  -0.103
N (0.157, 1.027, -1.493)  -0.053
C (-1.129, 1.284, -1.279)  -0.207
N (-1.581, 0.136, -0.592)  0.032
H (-0.525, -2.286, 1.190)  0.086
H (-0.129, -2.828, -0.486)  0.071
H (-1.677, -2.594, -0.112)  0.056
H (1.487, -0.610, -1.462)  0.108
H (0.673, 1.677, -2.085)  0.168
H (-1.864, 2.053, -1.371)  0.083
H (-2.439, 0.062, -0.100)  0.121
H (0.303, 1.946, 2.300)  0.077
H (0.383, 1.610, 0.789)  0.014
O (0.000, 1.281, 1.612)  -0.087
H (2.704, 0.604, 2.071)  0.063
H (1.741, -0.374, 1.392)  -0.012
O (2.543, 0.095, 1.231)  -0.080


DFT (ωB97M-V/def2-TZVPD) results for a structure of composition C42H65CrGeN3O4P2SSi.

The multiplicity is 2. Its expectation value of S² is 0.805. The calculation puts the largest force on an atom at 0.9 eV/Å. The frontier orbital gap (spin up / spin down) is 8.40 / 7.96 eV. As for the net charge: +1.

Last column: Löwdin charge in e.
Cartesian coordinates (Å):
Cr (-0.007, 0.332, 0.081)  0.198
N (-1.869, -1.257, 1.986)  -0.348
P (-0.862, 0.042, 2.417)  0.930
C (-1.978, 1.295, 3.144)  -0.332
C (-3.316, 0.995, 3.394)  -0.086
C (-4.166, 1.939, 3.954)  -0.072
C (-3.687, 3.196, 4.281)  -0.078
C (-2.356, 3.507, 4.038)  -0.070
C (-1.510, 2.568, 3.472)  -0.131
C (0.071, -0.542, 3.857)  -0.327
C (0.111, -1.894, 4.172)  -0.110
C (0.860, -2.344, 5.248)  -0.074
C (1.589, -1.446, 6.009)  -0.066
C (1.562, -0.093, 5.694)  -0.063
C (0.805, 0.358, 4.629)  -0.081
P (-1.873, -1.303, 0.302)  0.948
C (-2.040, -3.033, -0.158)  -0.352
C (-2.609, -3.365, -1.386)  -0.076
C (-2.693, -4.692, -1.770)  -0.057
C (-2.214, -5.691, -0.933)  -0.060
C (-1.647, -5.364, 0.288)  -0.060
C (-1.551, -4.035, 0.674)  -0.099
C (-3.410, -0.571, -0.332)  -0.357
C (-4.636, -0.839, 0.280)  -0.082
C (-5.807, -0.305, -0.231)  -0.065
C (-5.761, 0.478, -1.380)  -0.065
C (-4.549, 0.735, -1.999)  -0.068
C (-3.370, 0.220, -1.474)  -0.112
H (-2.522, -1.750, 2.585)  0.087
H (-3.720, 0.026, 3.143)  0.083
H (-5.201, 1.685, 4.138)  0.110
H (-4.345, 3.930, 4.724)  0.110
H (-1.973, 4.486, 4.292)  0.111
H (-0.485, 2.841, 3.264)  0.076
H (-0.445, -2.607, 3.578)  0.077
H (0.878, -3.398, 5.484)  0.113
H (2.175, -1.797, 6.845)  0.109
H (2.132, 0.613, 6.281)  0.110
H (0.798, 1.415, 4.407)  0.098
H (-2.989, -2.593, -2.045)  0.109
H (-3.133, -4.947, -2.723)  0.112
H (-2.281, -6.727, -1.236)  0.111
H (-1.270, -6.139, 0.940)  0.112
H (-1.085, -3.784, 1.618)  0.078
H (-4.681, -1.482, 1.151)  0.107
H (-6.752, -0.518, 0.246)  0.110
H (-6.677, 0.877, -1.794)  0.112
H (-4.517, 1.337, -2.899)  0.097
H (-2.420, 0.421, -1.964)  0.080
C (-0.550, 3.595, -5.192)  -0.013
C (-1.209, 2.585, -4.264)  -0.617
C (-2.484, 2.030, -4.893)  -0.013
C (-1.504, 3.199, -2.904)  -0.026
O (-0.329, 1.469, -4.122)  -0.095
Si (0.748, 0.887, -3.041)  0.022
O (-0.027, 0.387, -1.695)  -0.361
O (1.511, -0.352, -3.773)  -0.095
C (1.122, -1.245, -4.839)  -0.619
C (-0.248, -1.831, -4.516)  -0.018
C (2.183, -2.338, -4.870)  -0.019
C (1.118, -0.507, -6.170)  -0.020
O (1.828, 1.955, -2.500)  -0.104
C (2.984, 2.617, -3.033)  -0.623
C (4.192, 2.029, -2.317)  -0.016
C (2.816, 4.094, -2.705)  -0.017
C (3.095, 2.389, -4.531)  -0.018
H (-1.228, 4.421, -5.407)  0.093
H (-0.281, 3.119, -6.134)  0.094
H (0.354, 4.007, -4.745)  0.067
H (-3.225, 2.814, -5.046)  0.094
H (-2.913, 1.262, -4.247)  0.060
H (-2.263, 1.573, -5.856)  0.093
H (-2.168, 4.059, -3.012)  0.098
H (-0.587, 3.528, -2.415)  0.076
H (-1.989, 2.459, -2.265)  0.056
H (-0.213, -2.352, -3.559)  0.071
H (-0.553, -2.542, -5.285)  0.094
H (-1.005, -1.047, -4.465)  0.077
H (2.188, -2.907, -3.942)  0.069
H (3.169, -1.900, -5.014)  0.091
H (1.989, -3.025, -5.693)  0.092
H (0.419, 0.320, -6.166)  0.070
H (0.837, -1.194, -6.970)  0.093
H (2.115, -0.123, -6.393)  0.087
H (4.113, 2.196, -1.244)  0.086
H (5.120, 2.479, -2.669)  0.093
H (4.242, 0.958, -2.500)  0.083
H (2.708, 4.230, -1.630)  0.081
H (1.931, 4.502, -3.194)  0.072
H (3.681, 4.666, -3.041)  0.092
H (3.273, 1.340, -4.760)  0.080
H (3.925, 2.976, -4.925)  0.098
H (2.189, 2.704, -5.047)  0.075
C (-3.737, 3.524, 0.403)  -0.038
N (-2.437, 2.886, 0.389)  -0.011
C (-1.283, 3.521, 0.436)  -0.814
N (-1.285, 4.857, 0.494)  0.146
S (0.226, 2.712, 0.511)  0.774
H (-4.490, 2.748, 0.478)  0.088
H (-3.912, 4.089, -0.517)  0.095
H (-3.834, 4.177, 1.273)  0.090
H (-2.398, 1.876, 0.347)  0.084
H (-2.124, 5.398, 0.365)  0.107
H (-0.403, 5.339, 0.472)  0.108
C (4.255, -1.883, -0.030)  -0.203
Ge (2.350, -2.012, 0.364)  0.766
C (2.115, -3.222, 1.878)  -0.200
C (1.412, -2.814, -1.141)  -0.191
C (1.746, -0.172, 0.786)  -0.404
H (4.674, -2.873, -0.205)  0.023
H (4.787, -1.424, 0.803)  0.025
H (4.428, -1.278, -0.916)  0.010
H (2.592, -4.167, 1.622)  0.029
H (1.061, -3.428, 2.065)  -0.016
H (2.567, -2.845, 2.793)  0.022
H (1.917, -3.744, -1.402)  0.037
H (1.404, -2.158, -2.008)  -0.008
H (0.379, -3.061, -0.882)  -0.005
H (2.352, 0.483, 0.135)  0.008
H (2.033, 0.000, 1.828)  -0.003


DFT (ωB97M-V/def2-TZVPD) results for the ion C3H4N3 with charge +1 at a distorted geometry.

The calculation puts the largest force on an atom at 5.7 eV/Å. The frontier orbital gap (spin up / spin down) is 8.32 / 8.38 eV. As for the net charge: +1.

Last column: Löwdin charge in e.
Cartesian coordinates (Å):
C (0.777, -1.206, 0.005)  0.098
C (0.334, 1.049, 0.000)  0.093
C (-0.609, -0.958, -0.004)  -0.154
N (1.344, 0.025, -0.035)  -0.248
N (2.539, 0.235, 0.019)  0.313
N (-0.834, 0.491, 0.026)  0.147
H (0.506, 2.053, 0.030)  0.143
H (-1.095, -1.471, -1.011)  0.230
H (-1.332, -1.312, 0.832)  0.191
H (-1.630, 1.094, 0.138)  0.188


DFT (ωB97M-V/def2-TZVPD) results for the ion C3H8N3O with charge +1 at a distorted geometry.

The SMILES is NC1(N=O)C[NH2+]C1. The calculation puts the largest force on an atom at 6.9 eV/Å. The frontier orbital gap (spin up / spin down) is 8.97 / 8.97 eV. As for the net charge: +1.

Last column: Löwdin charge in e.
Cartesian coordinates (Å):
N (0.541, 1.341, -1.058)  0.104
C (0.539, 0.428, -0.040)  -0.530
N (1.592, 0.672, 0.870)  0.032
O (1.359, 1.331, 1.872)  0.074
C (-1.039, 0.194, 0.613)  0.042
N (-1.022, -1.246, 0.152)  0.090
C (0.305, -1.092, -0.556)  -0.005
H (0.254, 2.248, -0.688)  0.119
H (1.509, 1.322, -1.509)  0.155
H (-1.083, 0.377, 1.638)  0.093
H (-1.656, 0.893, 0.010)  0.143
H (-1.002, -2.028, 0.869)  0.215
H (-1.841, -1.637, -0.296)  0.179
H (0.433, -1.035, -1.671)  0.152
H (1.112, -1.767, -0.206)  0.137


- largest force on an atom of number 5 (C3H8N3O)?
  6.9 eV/Å